No. 1
{
  "formula": "C2H7O2",
  "method": "wB97M-V/def2-TZVPD",
  "symbols": ["O", "H", "C", "O", "C", "H", "H", "H", "H", "H", "H"],
  "positions_angstrom": [[-2.410, -1.141, -0.780], [-1.472, -0.783, 0.049], [0.084, 0.608, 0.314], [-0.457, -0.635, 0.570], [1.581, 0.487, -0.061], [0.038, 1.201, 1.256], [-0.456, 1.226, -0.396], [-2.729, -2.007, -0.504], [1.693, -0.600, 0.053], [2.307, 0.956, 0.602], [1.821, 0.687, -1.104]],
  "atomic_forces_ev_per_a": [[-0.28, 0.22, 0.23], [0.28, -0.61, -0.68], [0.48, 0.46, 1.48], [-0.28, 0.24, -0.10], [-0.30, -1.34, -0.11], [0.10, 0.17, -0.12], [-0.34, -0.11, -0.62], [0.09, 0.13, 0.03], [0.44, 0.17, -0.03], [-0.14, 0.33, 0.02], [-0.04, 0.33, -0.11]],
  "homo_lumo_gap_ev": 7.94,
  "max_force_ha_per_bohr": 0.032,
  "e_above_lowest_kcal_mol": 10.2,
  "energy_ev": -6282.247,
  "charge": -1
}

No. 2
{
  "formula": "C4H2F12NaO13S4",
  "method": "wB97M-V/def2-TZVPD",
  "symbols": ["Na", "C", "F", "F", "F", "S", "O", "O", "O", "C", "F", "F", "F", "S", "O", "O", "O", "C", "F", "F", "F", "S", "O", "O", "O", "C", "F", "F", "F", "S", "O", "O", "O", "O", "H", "H"],
  "positions_angstrom": [[0.056, -1.341, 0.039], [6.263, 2.111, 0.234], [7.095, 1.117, 0.304], [6.793, 3.250, 0.732], [5.910, 2.323, -1.042], [4.676, 1.735, 1.129], [3.635, 2.679, 0.674], [4.304, 0.342, 0.884], [4.905, 1.897, 2.569], [2.759, 1.090, -7.085], [3.570, 2.034, -6.518], [1.652, 1.675, -7.553], [3.459, 0.506, -8.038], [2.325, -0.327, -5.759], [1.391, 0.218, -4.807], [1.728, -1.440, -6.528], [3.622, -0.611, -5.119], [-1.994, -0.540, 5.795], [-0.890, -0.560, 5.134], [-3.045, 0.088, 5.170], [-2.509, -1.786, 6.031], [-1.637, 0.369, 7.562], [-0.685, -0.499, 8.226], [-1.047, 1.703, 7.193], [-2.945, 0.526, 8.243], [-6.165, -0.923, -0.115], [-5.249, -1.855, -0.456], [-7.303, -1.031, -0.883], [-6.523, -1.071, 1.216], [-5.461, 0.860, -0.332], [-4.025, 0.795, -0.081], [-5.802, 1.333, -1.661], [-6.191, 1.608, 0.760], [-0.778, -5.077, -1.837], [-0.252, -5.715, -2.319], [-1.640, -5.486, -1.759]],
  "atomic_forces_ev_per_a": [[0.07, 0.42, -0.12], [-2.79, 1.05, 0.27], [1.35, -0.61, 0.04], [0.39, -0.56, -0.38], [0.77, 0.09, -0.23], [-4.19, -0.13, 3.16], [1.97, -0.53, -0.63], [0.99, 0.08, -1.30], [1.44, 0.46, -0.90], [-0.07, -1.34, 3.02], [-0.85, -0.36, -0.59], [0.49, 0.09, -0.36], [0.06, 0.17, -1.09], [0.56, -1.43, 0.81], [-0.50, 1.02, -0.24], [1.05, 1.38, -0.10], [-0.78, 0.31, -1.52], [-3.01, 1.38, 3.98], [0.58, -0.43, -1.51], [1.67, -0.17, -0.23], [1.10, 0.12, -0.42], [-0.36, 3.07, -0.13], [-0.25, -0.56, -0.35], [-1.08, -2.62, 0.01], [1.33, -0.86, -1.19], [-0.26, 1.92, 0.59], [-1.11, 0.08, 0.24], [1.31, -0.65, 0.94], [0.47, -0.57, -2.05], [-0.72, 3.22, 2.62], [-0.53, -1.07, -0.19], [-0.22, -1.06, 0.01], [1.10, -2.01, -2.24], [0.07, 0.18, 0.22], [0.21, -0.06, -0.17], [-0.27, -0.01, 0.03]],
  "homo_lumo_gap_ev": 5.82,
  "max_force_ha_per_bohr": 0.102,
  "e_above_lowest_kcal_mol": 81.4,
  "energy_ev": -111166.610,
  "charge": -3
}

No. 3
{
  "formula": "C5H16N7",
  "method": "wB97M-V/def2-TZVPD",
  "symbols": ["C", "C", "C", "C", "C", "N", "N", "N", "N", "N", "N", "N", "H", "H", "H", "H", "H", "H", "H", "H", "H", "H", "H", "H", "H", "H", "H", "H"],
  "positions_angstrom": [[0.260, -0.043, 1.680], [0.789, 0.316, 0.347], [-0.478, 0.022, -0.669], [1.058, 0.053, 2.915], [-2.833, -0.883, 0.233], [-0.981, -0.392, 1.635], [-1.618, -0.154, 0.458], [2.038, -0.481, -0.019], [1.075, 1.702, 0.312], [-0.773, 1.064, -1.560], [-0.282, -1.255, -1.407], [0.784, -1.125, -2.318], [1.501, -0.936, 3.180], [0.532, 0.470, 3.674], [1.780, 0.828, 2.844], [-3.253, -1.045, 1.203], [-3.628, -0.241, -0.297], [-2.695, -1.869, -0.409], [1.978, -1.372, 0.531], [2.796, 0.089, 0.232], [0.925, 2.298, 1.102], [0.858, 2.160, -0.574], [-1.495, 0.812, -2.279], [-1.013, 1.992, -1.178], [-1.146, -1.502, -1.782], [2.037, -0.783, -1.067], [0.719, -0.535, -3.127], [1.162, -2.099, -2.460]],
  "atomic_forces_ev_per_a": [[-1.79, -1.25, -0.73], [-2.05, 1.63, -1.65], [-0.68, -1.30, 2.20], [1.35, -1.89, -1.45], [-1.01, -0.56, -2.59], [0.04, 0.59, 0.91], [3.21, 0.16, -1.38], [-1.97, -2.51, -0.58], [0.88, 0.40, -1.32], [-0.81, 0.94, -1.53], [1.21, 2.04, 1.98], [1.55, -2.40, 0.69], [-0.12, 0.91, 0.15], [-2.25, 0.38, 2.58], [1.45, 0.32, -0.63], [-0.18, -0.68, 0.51], [1.40, -0.79, 0.49], [-0.36, 1.69, 1.60], [0.53, 0.94, -0.48], [1.66, 0.79, 0.48], [-0.16, -0.23, 0.38], [0.32, -0.18, 0.43], [1.02, 0.25, 1.08], [0.05, -1.05, 0.04], [-1.57, -0.73, -1.24], [-0.50, 0.86, 1.00], [-0.56, -0.02, -0.42], [-0.67, 1.68, -0.54]],
  "homo_lumo_gap_ev": 9.11,
  "max_force_ha_per_bohr": 0.068,
  "e_above_lowest_kcal_mol": 12.7,
  "energy_ev": -15866.401,
  "charge": 1
}

No. 4
{
  "formula": "C3H4NO2S",
  "method": "wB97M-V/def2-TZVPD",
  "symbols": ["C", "C", "C", "N", "O", "O", "S", "H", "H", "H", "H"],
  "positions_angstrom": [[-0.366, -0.109, -0.662], [-2.718, -0.046, 0.316], [1.639, -0.057, 0.694], [0.150, 0.504, -1.654], [-2.523, 0.564, 1.316], [0.376, -0.601, 0.474], [-3.283, -0.903, -0.912], [1.463, 1.011, 0.774], [2.078, -0.361, -0.242], [1.982, -0.688, 1.537], [1.202, 0.687, -1.642]],
  "atomic_forces_ev_per_a": [[-0.67, -0.17, 0.79], [1.41, 0.71, 0.96], [-0.79, -1.61, -0.51], [1.48, 0.39, 0.12], [-0.76, -1.38, -2.21], [-2.08, -0.03, -0.23], [-0.89, 0.32, 0.71], [1.02, 0.40, 0.52], [1.88, 0.59, -0.15], [0.54, 1.17, -0.19], [-1.12, -0.39, 0.19]],
  "homo_lumo_gap_ev": 5.79,
  "max_force_ha_per_bohr": 0.053,
  "e_above_lowest_kcal_mol": 69.4,
  "energy_ev": -19594.276,
  "charge": -1
}

No. 5
{
  "formula": "C3Br2CrF9O9S3",
  "method": "wB97M-V/def2-TZVPD",
  "symbols": ["Cr", "Br", "Br", "C", "F", "F", "F", "S", "O", "O", "O", "C", "F", "F", "F", "S", "O", "O", "O", "C", "F", "F", "F", "S", "O", "O", "O"],
  "positions_angstrom": [[-1.263, -0.164, 0.555], [-1.906, 1.158, 3.685], [-3.621, -1.575, -1.637], [-2.454, 3.904, -3.751], [-3.780, 3.684, -3.378], [-1.905, 3.026, -4.599], [-2.399, 5.125, -4.287], [-1.279, 3.917, -2.197], [0.121, 3.818, -2.664], [-1.620, 5.145, -1.502], [-1.615, 2.703, -1.401], [-2.184, -5.203, 2.908], [-2.676, -5.725, 1.758], [-2.879, -4.139, 3.376], [-2.045, -6.055, 3.906], [-0.386, -4.535, 2.504], [0.228, -5.634, 1.743], [-0.533, -3.261, 1.720], [0.190, -4.300, 3.823], [4.468, 1.834, -0.309], [3.929, 2.865, 0.266], [4.454, 2.048, -1.680], [5.667, 1.809, 0.144], [3.532, 0.141, 0.181], [2.119, 0.378, -0.202], [4.170, -0.960, -0.567], [3.668, -0.006, 1.605]],
  "atomic_forces_ev_per_a": [[-0.57, -0.03, 0.33], [0.22, -0.56, -1.39], [0.83, 0.53, 0.85], [1.16, 0.22, 2.84], [1.98, -0.27, -1.30], [-1.55, 0.08, -0.23], [-0.38, -0.06, -0.63], [1.62, -2.07, 2.20], [-2.11, 0.71, -0.58], [-0.30, 0.15, -0.79], [-0.44, 1.06, -1.31], [3.47, 2.76, -1.20], [-0.70, 0.03, 1.65], [-0.68, -1.05, -0.64], [-0.96, -1.08, -0.12], [0.83, 1.33, -1.12], [-0.91, 0.73, 0.69], [-0.54, -1.96, 1.00], [-0.63, -0.43, -0.35], [-2.67, -2.30, -1.27], [-1.52, 1.44, 0.41], [0.34, -0.26, 1.34], [3.18, -0.56, 0.15], [-1.73, -1.44, -1.34], [1.33, 0.31, -0.07], [-0.08, 1.88, 0.24], [0.84, 0.85, 0.64]],
  "homo_lumo_gap_ev": [4.49, 7.05],
  "max_force_ha_per_bohr": 0.089,
  "energy_ev": -247007.086,
  "charge": -3,
  "spin_multiplicity": 5
}